No. 1
DFT (the ωB97M-V functional and the def2-TZVPD basis) results for a cluster of 10 separate species, C16H46O15 in total at a distorted geometry.

```
77
Properties=species:S:1:pos:R:3:forces:R:3:mulliken_charge:R:1
C -0.2351 -0.4544 5.5718 -0.5725 -0.2270 -0.0011 -0.80
O -0.8321 -1.6827 5.2051 0.1762 0.2151 -0.3956 -0.28
C -0.1263 -2.7938 5.6982 -0.1895 -0.3367 0.0719 -0.58
C -0.7442 -4.0505 5.0985 0.5966 0.5751 0.2105 -0.93
C -0.1109 -4.4068 3.7592 -0.3397 0.0032 -0.0619 -0.37
C -0.9917 -4.0464 2.5787 0.3944 -0.6150 -0.3368 -0.73
C -0.2452 -4.2304 1.2401 -0.3671 0.4238 0.4815 -1.06
C -0.3134 -2.9780 0.3674 0.8973 -0.0529 -0.2118 -0.68
C 1.0434 -2.2507 0.3597 -0.0998 -0.0987 0.2979 -0.70
C 0.8482 -0.8359 -0.0479 -0.0308 0.6584 -0.4931 -0.16
O 1.9246 0.1232 0.2234 -0.0344 0.3278 0.3168 -0.46
C 1.5344 1.2468 -0.4117 0.4160 1.9358 -0.0064 0.30
O 1.9635 2.3799 -0.2195 -1.0127 -2.5354 -0.2631 -0.66
O 0.5416 0.9482 -1.3163 0.9907 0.4802 0.1194 -0.23
C 0.6210 -0.4762 -1.4905 -0.4124 -0.9021 -0.1756 0.37
C 1.7291 -0.9183 -2.4368 0.1701 0.2099 0.5013 -1.12
C 2.0146 0.0100 -3.6037 -0.0564 -0.1707 0.2253 -1.06
C 0.8140 0.4304 -4.4042 0.3106 0.4066 -0.8787 -0.44
O 0.3608 1.7405 -4.0096 -0.5220 -0.0630 0.9855 -0.16
C -0.9531 1.9541 -4.2380 -0.9363 -0.3688 -1.7047 0.79
C -1.7789 2.6009 -3.1924 0.2838 0.3265 -0.0457 -1.02
O -1.4525 1.6346 -5.3099 0.5301 -0.2474 0.7573 -0.81
H 0.8432 -0.4744 5.4502 0.3002 -0.0117 0.0347 0.33
H -0.6478 0.3180 4.9420 -0.0969 0.2086 -0.3185 0.21
H -0.5115 -0.1980 6.5840 0.2236 0.0609 0.4720 0.34
H -0.1517 -2.8348 6.7876 -0.1819 0.1710 0.3066 0.43
H 0.9231 -2.7239 5.4172 0.3311 0.0417 -0.0766 0.32
H -1.7908 -3.8091 4.9780 -0.4644 -0.2072 -0.0053 0.41
H -0.6548 -4.8418 5.8299 -0.0047 -0.3696 0.0698 0.43
H 0.8132 -3.8635 3.6209 0.4171 0.1443 0.1978 0.01
H 0.1659 -5.4532 3.7247 -0.0027 -0.3685 -0.0820 0.52
H -1.2960 -3.0159 2.7015 -0.2676 0.2840 0.0230 0.37
H -1.8660 -4.6878 2.5706 -0.4271 0.1095 0.1272 0.29
H -0.6276 -5.0958 0.7224 -0.1014 -0.2918 -0.2398 0.56
H 0.7884 -4.4328 1.4948 0.3512 -0.1743 -0.1978 0.48
H -0.5807 -3.2105 -0.6545 -0.2616 -0.0733 -0.3147 0.34
H -1.0384 -2.2843 0.7634 -0.5100 0.1237 0.0460 0.42
H 1.4211 -2.2767 1.3739 0.2678 0.0793 0.2955 0.28
H 1.7449 -2.7793 -0.2732 0.2988 -0.0675 -0.1399 0.37
H -0.0090 -0.3968 0.4566 -0.2710 -0.3228 0.4578 0.39
H -0.3036 -0.9185 -1.8484 -0.5542 0.7093 0.0216 0.84
H 2.6401 -1.0226 -1.8584 0.3273 -0.0969 0.0413 0.45
H 1.4621 -1.9099 -2.7758 -0.0783 -0.3298 -0.2223 0.39
H 2.6714 -0.5049 -4.2891 0.3605 -0.2142 -0.1253 0.47
H 2.5649 0.8654 -3.2383 0.0494 0.4557 -0.0671 0.42
H 0.0125 -0.2928 -4.3361 -0.4071 -0.0797 0.2014 0.28
H 1.0722 0.4852 -5.4522 0.0815 0.0076 -0.3523 0.48
H -1.6878 2.1426 -2.2233 0.3264 0.0055 0.3205 0.19
H -2.8071 2.5626 -3.4981 -0.3827 -0.1354 -0.2189 0.42
H -1.5110 3.6498 -3.1548 0.2255 0.2711 0.3577 0.34
O -2.1239 3.8459 -0.2312 -1.6584 -0.4200 -1.2070 -0.68
H -1.5964 3.2543 0.3169 -0.7009 1.0399 -1.2651 0.22
H -1.5177 4.5661 -0.4313 -0.0919 -0.1570 0.2434 0.30
O 3.3726 -4.0571 3.8306 0.0368 0.0671 -0.0124 -0.58
H 3.9857 -4.5459 4.3876 -0.0124 -0.0562 0.0137 0.28
H 3.7821 -3.1926 3.7270 0.0010 0.0251 -0.0148 0.30
O 2.0463 4.3653 -4.1316 -0.0449 0.0135 -0.0249 -0.71
H 1.4672 3.5966 -4.1723 0.0378 -0.1693 0.0751 0.34
H 1.5244 5.0381 -3.6801 0.0312 0.0396 0.0070 0.36
O -0.3283 2.2554 7.0024 0.0183 0.1304 0.0094 -0.59
H -1.0863 2.7315 6.6499 -0.0409 -0.0196 -0.0100 0.31
H 0.2650 2.9478 7.3086 0.0362 -0.0072 0.0242 0.29
O -0.4008 3.2732 -7.4995 -0.0447 0.0044 0.0182 -0.65
H -0.9159 2.6681 -6.9472 0.0739 0.0259 -0.0245 0.38
H 0.5039 3.1655 -7.1935 0.0296 0.0061 -0.0079 0.30
O -4.1114 1.4413 0.6139 0.1411 -0.0787 0.0484 -0.64
H -3.6141 0.8344 1.1689 -0.0583 -0.0534 0.0452 0.30
H -3.4971 2.1538 0.4059 -0.1634 0.2271 -0.1662 0.36
O -0.3607 3.7483 1.2810 1.5921 -0.1085 1.2542 -0.64
H -0.7723 2.8799 1.2999 0.7749 -0.3589 1.0593 0.35
H 0.5325 3.5724 0.9555 0.2567 -0.0923 0.0056 0.39
O -3.0729 -0.3755 -3.6335 0.2282 -0.1389 -0.0607 -0.59
H -2.6576 -0.1850 -4.4834 -0.0910 0.1935 -0.0484 0.28
H -3.6140 -1.1530 -3.7991 -0.0685 0.0019 0.0687 0.28
O 1.6372 7.0755 -5.1117 0.0159 0.0453 0.0487 -0.66
H 0.9903 6.7685 -5.7539 -0.0325 0.0096 -0.0381 0.33
H 2.3111 6.3862 -5.1165 -0.0068 -0.0436 -0.0465 0.33
```
Forces are in eV/Å.

Output
Charge = 0
Molar mass = 478.53 g mol⁻¹
HOMO = -0.3561 Ha

---

No. 2
DFT (the ωB97M-V functional and the def2-TZVPD basis) results for a structure of composition C16H48BeNO19 at a distorted geometry.

```
85
Properties=species:S:1:pos:R:3:forces:R:3:mulliken_charge:R:1
Be -19.3519 -24.8444 0.6572 -0.2545 0.3886 -0.4488 0.87
N -18.3902 -21.5596 -3.0999 0.5997 1.8037 -0.3520 1.11
O -18.2255 -22.6150 -2.4881 -0.1962 -0.4009 0.1763 -0.43
O -19.4981 -21.1129 -3.3861 0.5980 -0.7119 0.2658 -0.45
O -17.3605 -20.9007 -3.3815 -1.0540 -0.8908 0.1937 -0.41
C -20.0859 -17.2280 -6.5621 0.5895 1.4842 0.4913 -0.13
C -19.4384 -16.5538 -5.2180 1.1716 -1.9243 -1.1546 -0.31
O -18.0297 -16.8238 -5.0459 0.0973 0.9028 -0.8013 -0.48
O -20.0983 -16.4024 -7.7427 -0.3958 0.1105 1.0731 -0.52
H -21.1235 -17.3603 -6.2556 -0.1302 -0.2119 -0.3725 0.18
H -19.6204 -18.1720 -6.8452 0.0354 -0.1806 0.6197 0.23
H -19.8164 -17.0485 -4.3233 -1.2223 0.3149 -0.1881 0.24
H -19.5672 -15.4715 -5.2258 -0.0745 -0.2037 0.0023 0.30
H -17.8713 -17.7598 -4.9033 -0.2810 -0.1051 -0.0053 0.27
H -19.3917 -16.5911 -8.3646 0.2179 -0.2474 0.3546 0.30
C -24.6497 -19.0942 -3.4987 -0.6931 -1.3960 0.4775 -0.55
C -24.9822 -19.5302 -4.9352 1.8875 -0.1745 0.4801 -0.11
O -24.1397 -20.6139 -5.2916 0.2646 -0.8535 -0.3663 -0.51
O -25.6236 -18.2259 -3.0271 -0.7053 0.9812 0.5426 -0.52
H -23.6750 -18.7234 -3.1817 0.3279 0.5605 -1.1722 0.35
H -24.6793 -19.9977 -2.8897 -0.1259 -0.5676 -0.0420 0.29
H -24.8118 -18.7223 -5.6468 -0.5489 0.1961 -0.0005 0.22
H -25.9693 -19.9892 -4.9894 -0.2063 0.6883 0.0923 0.25
H -23.2382 -20.5054 -4.9801 -0.0071 0.3157 0.0071 0.27
H -26.3375 -18.7659 -2.6802 -0.1766 0.2443 -0.0140 0.31
C -21.4974 -26.4380 -2.5454 -0.8041 -0.4916 1.5315 -0.44
C -22.7492 -26.1880 -1.6443 0.1410 0.9570 -1.1166 -0.40
O -22.5124 -24.9953 -0.8585 0.1219 -0.6900 -0.1955 -0.49
O -20.4816 -27.1202 -1.7448 -0.6120 0.3261 -1.0076 -0.49
H -21.0417 -25.5505 -2.9845 -0.3644 0.4041 0.4806 0.26
H -21.8386 -27.0022 -3.4134 0.2217 -0.5506 0.1681 0.37
H -23.1632 -27.0057 -1.0541 1.2343 -0.4703 0.4980 0.31
H -23.6212 -26.0912 -2.2911 0.0551 0.9199 -0.5254 0.34
H -23.3625 -24.6244 -0.6106 -0.0566 0.0650 0.1241 0.28
H -20.3444 -27.9359 -2.2321 0.4375 -0.2606 0.3558 0.29
C -12.5241 -16.3844 -1.6552 -0.7638 0.2289 1.0858 -0.35
C -13.8584 -16.9785 -1.0523 0.8836 0.0897 0.2408 -0.27
O -13.9020 -16.8813 0.3631 0.2230 0.1651 0.7185 -0.55
O -11.4436 -17.2841 -1.7791 -0.2094 -0.7503 -0.8447 -0.54
H -12.1342 -15.5974 -1.0097 -0.6974 0.3506 0.3241 0.28
H -12.7445 -15.8829 -2.5976 0.2455 -0.5424 -0.3250 0.33
H -13.9710 -18.0444 -1.2507 0.1256 0.0183 -0.8655 0.25
H -14.7596 -16.4504 -1.3640 0.2672 0.1261 -0.5055 0.26
H -13.5568 -17.6921 0.7438 0.0588 0.0695 0.0417 0.31
H -11.1059 -17.5445 -0.9191 -0.1403 0.2206 0.1227 0.30
C -15.8662 -26.6543 -5.2293 -1.2705 1.4512 -0.8455 -0.25
C -14.7505 -26.9570 -6.2196 -1.5362 -3.1131 1.2637 -0.44
O -13.6918 -26.1617 -6.0782 2.2083 2.2994 -0.2450 -0.46
O -16.6681 -25.6460 -5.8472 -1.0987 -0.1371 -0.0768 -0.50
H -15.6342 -26.1812 -4.2751 1.0755 -0.7197 0.2892 0.27
H -16.4908 -27.5306 -5.0560 -0.0985 0.0892 -0.1419 0.28
H -15.1591 -27.0247 -7.2278 0.1177 0.5311 0.0183 0.31
H -14.4491 -27.9693 -5.9505 0.0632 -0.6955 -0.2283 0.29
H -13.3026 -26.3744 -5.2269 0.3471 0.2604 0.0523 0.32
H -16.1502 -24.8428 -5.9378 0.2164 0.0964 -0.0424 0.30
C -11.8242 -22.9907 -2.4586 1.6686 -0.2596 -0.1064 -0.40
C -10.9384 -24.1103 -1.7868 -1.0161 0.7095 -1.2372 -0.39
O -11.5851 -25.3756 -1.9414 -0.5804 0.2344 0.3756 -0.52
O -12.9701 -22.7071 -1.7301 -1.4803 -0.6272 0.9304 -0.50
H -12.0110 -23.2567 -3.4990 -0.2184 -0.2492 -0.0446 0.31
H -11.3188 -22.0250 -2.4645 1.0522 -0.2619 -0.2692 0.31
H -10.7730 -23.7984 -0.7556 0.0569 -0.3388 0.1649 0.30
H -10.0097 -24.2433 -2.3417 0.3151 0.8455 0.1603 0.32
H -11.0868 -26.0348 -1.4528 0.0426 -0.0104 0.0430 0.29
H -13.6650 -22.3745 -2.3028 0.1027 -0.0454 -0.0670 0.29
C -15.2826 -19.9180 -8.3586 0.1784 1.0990 2.2462 -0.28
C -16.1868 -21.0012 -8.7959 1.5000 -0.1231 -1.9329 -0.43
O -15.4713 -22.2117 -8.7007 -0.6739 -1.3433 0.7434 -0.53
O -14.1452 -19.6690 -9.1530 -0.5207 -0.2570 -1.1162 -0.53
H -14.8810 -20.2030 -7.3862 -0.2924 -0.1765 0.4489 0.23
H -15.9337 -19.0669 -8.1590 0.2350 0.7677 -0.3678 0.33
H -16.4037 -20.8317 -9.8506 -0.4972 0.1204 -0.2007 0.29
H -17.1254 -20.9817 -8.2421 0.2710 -0.4389 0.2363 0.31
H -14.7943 -22.2867 -9.3771 -0.0905 0.3678 -0.1125 0.31
H -13.6116 -18.9744 -8.7600 -0.1223 -0.0268 0.1049 0.31
C -19.2684 -20.2789 1.7070 1.9950 1.3763 0.8239 -0.36
C -17.8752 -20.9004 1.9835 -0.4736 -0.6465 -0.6086 -0.44
O -17.9662 -22.1127 2.7446 0.1498 0.2513 -0.3942 -0.49
O -20.2809 -21.1636 1.5315 -1.4900 -2.3024 -0.4457 -0.49
H -19.2358 -19.6529 0.8153 0.5394 0.6005 0.2242 0.32
H -19.4922 -19.7225 2.6172 0.0420 0.7231 -0.0442 0.30
H -17.2230 -20.1598 2.4465 -0.2074 0.1001 0.3159 0.30
H -17.3448 -21.1671 1.0693 -0.2548 -0.2407 -0.1585 0.24
H -18.2546 -21.9066 3.6368 -0.0798 0.0603 0.1491 0.32
H -21.0690 -20.6273 1.4180 -0.2605 -0.2784 -0.0697 0.33
```
Forces are in eV/Å.

Output
Charge = +1
Molar mass = 567.56 g mol⁻¹
HOMO = -0.4192 Ha
Energy relative to the best compared isomer or geometry (same formula, charge and spin) = 273.6 kcal/mol